1.
Density functional theory data (wB97M-V/def2-TZVPD) for a cluster of 6 separate species, C39H45ClN5O2 in total.

Values from the calculation:
charge	+1
frontier orbital gap	6.41	eV

Geometry (Å):
Cl -0.3478 1.1253 -5.2006
O -7.2031 -2.2986 -1.7908
O -0.9015 -2.0543 -3.6953
N 1.9584 0.4564 -3.4126
N 3.3615 -0.9087 -1.6680
N 1.1449 -1.7565 -2.5446
N -4.5526 -2.3697 -3.3419
N 0.1835 -1.2979 -3.4448
C 3.4157 -2.1703 -0.7807
C 10.8469 1.6277 5.2110
C -7.3902 4.8685 -0.5676
C 10.3825 0.6457 4.3356
C 5.9833 -2.2393 -5.5054
C 11.9602 -0.0683 6.5229
C 0.6050 0.0623 -3.9882
C 3.1211 -3.1446 0.2202
C -5.1454 -1.0679 -2.8484
C -7.4098 0.7383 5.6360
C -10.0804 4.2836 -0.1167
C -8.6492 2.5059 3.8705
C 4.1522 -0.7576 -6.0409
C 5.7757 -1.3242 1.9284
C -8.3754 5.7789 -0.9488
C 6.2400 -0.3421 2.8037
C 6.8935 -3.0196 3.2371
C 7.0250 -0.7001 3.8994
C 4.7737 -1.6395 -5.1563
C 4.7439 -0.4717 -7.2709
C -7.4349 1.9131 3.5253
C 5.9582 -1.0645 -7.6160
C -7.7502 3.6648 0.0388
C -6.7838 -1.1327 -2.5846
C -9.0949 3.3749 0.2679
C -9.7207 5.4849 -0.7282
C -7.1699 0.2062 -1.6888
C 2.2566 -0.7327 -2.4797
C 7.3533 -2.0381 4.1157
C -8.6194 1.3381 5.9850
C 6.5769 -1.9506 -6.7338
C 11.6318 1.2698 6.3067
C -6.8162 1.0270 4.4075
C 6.1008 -2.6626 2.1467
C 11.5004 -1.0497 5.6444
C -2.1499 -1.3737 -3.2739
C 10.7077 -0.6928 4.5540
C -9.2410 2.2200 5.1005
C -3.1672 -2.5863 -2.7612
H -2.7659 -3.6124 -3.2143
H -3.1473 -2.6394 -1.5889
H 4.3148 -1.8595 -4.1963
H 10.5959 2.6708 5.0397
H 5.1607 -1.0460 1.0765
H -1.9965 -0.5699 -2.4314
H -5.8718 0.5620 4.1373
H -2.6254 -0.9128 -4.2387
H -10.1861 2.6838 5.3703
H -9.0783 1.1181 6.9451
H 6.4643 -2.9318 -4.8191
H -7.1445 -0.0789 -0.5473
H -4.6376 -0.6695 -1.8627
H 3.2070 -0.2938 -5.7711
H -5.1275 -3.2037 -3.0889
H 5.9890 0.7010 2.6324
H 2.6997 -3.8249 1.1060
H 12.5738 -0.3468 7.3755
H 1.0054 -2.6844 -2.0880
H 4.1296 -0.2026 -1.6207
H 11.7591 -2.0919 5.8105
H -11.1285 4.0564 0.0597
H -10.4885 6.1915 -1.0314
H 10.3436 -1.4582 3.8732
H -9.3754 2.4394 0.7459
H -8.0946 6.7180 -1.4191
H 4.2586 0.2143 -7.9608
H 7.9670 -2.3167 4.9683
H -6.9714 2.1403 2.5693
H -9.1345 3.1919 3.1806
H 6.4217 -0.8373 -8.5720
H -8.1795 -2.2791 -1.5670
H 7.1523 -4.0618 3.4032
H -6.3421 5.0965 -0.7429
H 7.3820 0.0644 4.5851
H 5.7368 -3.4281 1.4660
H -8.2353 0.5639 -2.0214
H -7.2745 -1.1119 -3.6715
H -4.9832 -0.2170 -3.6698
H -6.9830 2.9542 0.3335
H 7.5213 -2.4156 -7.0041
H 11.9889 2.0343 6.9923
H -6.3882 1.0465 -1.9175
H 9.7676 0.9239 3.4838
H -6.9289 0.0458 6.3223

***

2.
Density functional theory data (wB97M-V/def2-TZVPD) for a cluster of 3 separate species, C15H16F21NO2PS in total.

Values from the calculation:
charge	-1
frontier orbital gap	5.62	eV
ΔE to the lowest compared entry with this formula, charge and spin	0.0000	eV

Geometry (Å):
S -3.6422 -1.7962 2.6351
P -2.3643 -0.3048 2.7900
F 4.5392 6.7318 -3.7998
F -3.5447 -3.1088 -1.7282
F 2.1516 4.3226 -2.3663
F 4.4856 1.1066 1.3686
F 3.1832 6.6552 -2.0967
F -5.9174 -3.0931 -3.3045
F -6.0281 -6.2103 0.1980
F 4.6429 4.2347 -2.7031
F -4.7984 -4.1118 -4.8663
F 2.3426 3.5282 1.0600
F 4.0320 -0.9632 1.4488
F -5.5219 -3.7063 1.3013
F 2.4909 5.5190 0.2066
F 3.3283 1.3834 3.9469
F 5.2071 -0.0774 2.9996
F 6.4478 5.3549 -2.3045
F -3.4115 -2.1098 -3.6553
F -4.2678 -5.2293 -0.5757
F 2.1283 1.2168 2.1657
F -5.8299 -2.7974 -0.6502
F 0.5505 3.9889 -0.9298
O 5.0242 5.0786 -0.6640
O -6.1298 -5.3507 -1.8165
N -0.9072 -0.6863 3.4704
C -5.2472 -5.3182 -2.9241
C -4.8893 -3.9423 -3.5121
C 0.0143 -0.9455 2.3506
C 1.8485 3.7136 -1.1964
C 4.2405 3.9871 -0.1876
C 2.8972 0.5077 2.9875
C 2.7246 4.2079 -0.0461
C 2.1891 -0.6267 3.7056
C 5.1259 5.2889 -2.0213
C 4.4805 6.6067 -2.4512
C -6.1159 -3.8743 0.1098
C -5.6091 -5.1604 -0.5440
C 1.3344 -1.5495 2.8223
C -3.5717 -3.3169 -3.0535
C 4.1747 0.1010 2.2069
H 0.1278 -0.0329 1.7384
H 1.8607 -1.9348 1.9417
H -0.4524 -1.7080 1.6832
H 1.0910 -2.4275 3.4325
H 2.9896 -1.2387 4.1502
H 4.9956 7.4535 -1.9928
H -7.1992 -3.9125 0.2532
H 1.9472 2.6317 -1.3239
H -2.9088 0.8415 3.4199
H -2.7225 -3.9498 -3.3309
H -4.3612 -5.9292 -2.7489
H 4.4707 3.0648 -0.7202
H 4.6067 3.8264 0.8250
H 1.6311 -0.2229 4.5520
H -2.0671 0.1190 1.4545
H -5.7967 -5.8350 -3.7104

***

3.
Density functional theory data (wB97M-V/def2-TZVPD) for a structure of composition C30H22BrIrN3S2.

Values from the calculation:
charge	0
<S²>	0.774
frontier orbital gap (alpha / beta)	6.34 / 5.83	eV
spin multiplicity	2
ΔE to the lowest compared entry with this formula, charge and spin	2.3382	eV

Geometry (Å):
Ir 1.1918 -0.7598 0.2977
Br 0.1229 -2.6994 2.2063
S 3.0084 -0.9766 1.9480
S 2.8436 -1.3929 -1.1161
N 0.2497 0.4220 1.8170
N 0.6475 0.7810 -0.9876
N -5.5300 7.1430 0.3741
C 4.3338 -1.4252 -0.3199
C -3.8036 5.2141 0.4023
C -2.4922 5.4651 0.7981
C -4.1911 3.9318 0.0231
C -0.7939 -3.0704 -0.4728
C -0.9114 -3.5257 0.8668
C -0.6046 1.5045 1.6562
C -1.5259 -3.5549 -2.7836
C -0.9513 2.0426 0.4290
C -1.0326 1.9638 2.9225
C 5.5270 -1.6789 -1.2037
C -0.6582 -2.6150 -3.2300
C 5.7344 -1.2917 1.7717
C -0.4145 1.1681 3.8609
C -3.2631 2.9045 0.0378
C -0.4012 1.6930 -0.7896
C -2.5284 -5.2125 0.3523
C -4.7640 6.2867 0.3868
C 0.0759 -2.0048 -0.9481
C -1.9517 3.1491 0.4300
C -1.5948 -3.8134 -1.3972
C -1.7242 -4.5378 1.2856
C 1.0116 0.9379 -2.2602
C 0.1162 -1.8755 -2.3174
C -2.4549 -4.8504 -0.9566
C -0.6544 2.3725 -2.0075
C 4.4206 -1.2392 1.0412
C 0.2423 1.9012 -2.9300
C -1.5716 4.4319 0.8113
C 0.3489 0.2427 3.1386
H 0.9685 -0.5308 3.5642
H -1.3762 3.1624 -2.1361
H 5.5839 -1.1358 2.8376
H -3.5556 1.9034 -0.2517
H -1.7446 -4.8147 2.3303
H -3.1799 -6.0122 0.6781
H 0.7766 -1.1616 -2.7695
H -0.5493 4.6170 1.1150
H 6.2223 -2.2582 1.6319
H 1.8724 0.4294 -2.6601
H -0.4888 1.2251 4.9341
H -2.2013 6.4647 1.0904
H -0.5534 -2.4165 -4.2895
H -5.2119 3.7465 -0.2815
H -2.1430 -4.1326 -3.4600
H 6.4362 -1.7939 -0.6182
H 5.6742 -0.8524 -1.9011
H 0.3707 2.2094 -3.9541
H -3.0498 -5.3629 -1.7026
H 6.4140 -0.5193 1.4068
H -1.7085 2.7848 3.0962
H 5.3864 -2.5831 -1.7970

***

Max |F|, record by record: 10.52, 2.40, 1.10 eV/Å